The following is a DFT calculation (ωB97M-V/def2-TZVPD) of one molecule with the formula C5N2O at a distorted geometry.

Each atom is followed by the atoms it is bonded to, with distances in Å.
Positions of all 8 atoms, in Å:
1 N 3.71943 0.36037 0.84301  C2 1.180
2 C 2.64324 0.11641 0.42502  N1 1.180, C3 1.366
3 C 1.38331 -0.13913 -0.03624  C2 1.366, C4 1.243
4 C 0.15148 -0.27811 -0.12993  C3 1.243, C5 1.444
5 C -1.19953 -0.38876 -0.62712  C4 1.444, O6 1.201, C7 1.525
6 O -1.54832 -1.05501 -1.56380  C5 1.201
7 C -2.19558 0.41010 0.20743  C5 1.525, N8 1.161
8 N -2.95402 0.97412 0.88163  C7 1.161

The LUMO energy comes out at -0.0876 Eh. The spin multiplicity is 1. As for the SMILES: N#CC#CC(=O)C#N. The value obtained for the energy above the lowest of the compared OMol25 structures with the same formula, charge and spin is 0.0000 eV.

And the Mulliken charges, in e, turn out to be: -0.367 -0.050 0.429 0.319 0.198 -0.380 0.141 -0.289